Entry 1:
22
Properties=species:S:1:pos:R:3 method="wB97M-V/def2-TZVPD" multiplicity=8 e_lumo_ev="3.45 / 1.84" fmax_ev_per_a=8.6 homo_ha="-0.1133 / -0.1881" s_squared=15.770 charge=-1
V 0.1843 0.6603 0.8342
Cl 1.6669 -1.1465 1.4786
C 1.3416 2.3432 0.9663
H 0.8974 3.1937 1.4878
H 1.5731 2.7028 -0.0362
H 2.2933 2.1602 1.4693
Ru 0.2555 -0.8964 -0.6453
C -1.0289 -2.4896 -0.5579
C 1.1714 -1.2285 -2.4969
C -0.8822 0.6849 -0.8282
H 0.9339 -0.3899 -3.1677
H 2.2419 -1.2465 -2.2388
H 0.8420 -2.2078 -2.8869
H -2.0699 -2.1192 -0.5525
H -0.8022 -3.1491 -1.4207
H -0.7698 -2.9819 0.3970
H -0.4926 1.4667 -1.4931
H -1.9737 0.5961 -0.7213
Cl -1.7493 2.4545 2.2483
C -1.0884 0.7968 2.4148
H -0.6186 0.7069 3.4099
H -1.9256 0.0893 2.3391

Entry 2:
26
Properties=species:S:1:pos:R:3 method="wB97M-V/def2-TZVPD" e_lumo_ev=-0.04 fmax_ev_per_a=2.6 e_above_lowest_kcal_mol=14.6 homo_ha=-0.1438 charge=-1
Cl -2.1057 6.1313 1.4972
C -1.2860 4.6331 1.3468
C -1.9845 3.4383 1.3353
Cl -3.6764 3.4109 1.4282
C -1.3494 2.1214 1.2518
O -1.9874 1.0726 1.2007
C 0.2006 2.1013 1.3606
O 0.8218 1.0753 1.6109
C 0.8397 3.4162 1.2797
Cl 2.5349 3.3685 1.2655
C 0.1461 4.6174 1.3202
Cl 0.9933 6.0995 1.4017
C 0.5537 -1.6435 -2.2316
C 0.1777 -2.9471 -2.3769
C 0.3176 -3.8341 -1.2703
N -0.1707 -5.1661 -1.3644
O -0.0494 -5.9295 -0.3781
O -0.7181 -5.5300 -2.4312
C 0.9146 -3.3813 -0.0554
C 1.2365 -2.0558 0.0828
C 0.8255 -1.0465 -0.9131
O 0.6460 0.1668 -0.6792
H 0.5406 -0.9561 -3.0720
H -0.2326 -3.3323 -3.3156
H 1.0736 -4.1267 0.7285
H 1.7378 -1.7036 0.9779

Entry 3:
13
Properties=species:S:1:pos:R:3 method="wB97M-V/def2-TZVPD" e_lumo_ev=-0.47 fmax_ev_per_a=5.1 e_above_lowest_kcal_mol=31.8 homo_ha=-0.3357
C 1.2862 0.2382 0.5400
C 0.5050 0.9653 -0.5447
C -0.8245 -1.0128 0.7087
C -0.7873 0.2237 -0.9649
N 0.5543 -0.7636 1.1017
O 2.3467 0.5301 0.9289
I -0.5727 -1.1539 -2.5958
I -2.5521 1.4753 -1.1365
H 0.2670 2.0057 -0.1363
H 1.2160 1.2775 -1.4797
H -1.5228 -0.3847 1.2193
H -0.9703 -2.0404 0.5968
H 1.0546 -1.3602 1.7625

Entry 4:
45
Properties=species:S:1:pos:R:3 method="wB97M-V/def2-TZVPD" multiplicity=5 e_lumo_ev="-5.95 / -10.95" fmax_ev_per_a=0.5 e_above_lowest_kcal_mol=9.2 homo_ha="-0.5673 / -0.5978" s_squared=6.017 charge=+2
Co -0.2168 -0.2252 -0.8023
C 2.7835 0.2433 -2.4904
C 1.8483 -0.7994 -1.9449
C 1.8612 -1.1300 -0.5764
C 0.9847 -2.1030 -0.0545
C 1.0301 -2.4526 1.4121
C 0.0764 -2.7170 -0.9199
C 0.0475 -2.4211 -2.2919
C -0.9356 -3.0869 -3.1969
C 0.9244 -1.4425 -2.7746
H 2.2318 1.1201 -2.8356
H 3.3239 -0.1464 -3.3533
H 3.5166 0.5526 -1.7472
H 2.5834 -0.6544 0.0777
H 0.7694 -3.4971 1.5732
H 0.3099 -1.8539 1.9781
H 2.0229 -2.2861 1.8275
H -0.6098 -3.4590 -0.5285
H -1.8690 -2.5163 -3.2014
H -1.1599 -4.0971 -2.8596
H -0.5637 -3.1265 -4.2189
H 0.8932 -1.1834 -3.8268
C 1.1076 2.0492 1.7050
C 0.8273 2.9747 0.5113
S -0.1695 2.2667 -0.8366
C -1.8729 2.5773 -0.3027
C -2.2163 2.0219 1.0657
S -1.8678 0.2701 1.2982
C -1.7205 0.2850 3.0836
C -0.3669 0.7912 3.6912
S 0.1237 2.4177 3.1771
H 2.1466 2.1498 2.0381
H 0.9445 1.0005 1.4559
H 1.7730 3.2435 0.0421
H 0.3622 3.9161 0.8100
H -2.4891 2.1384 -1.0867
H -2.0375 3.6551 -0.3065
H -3.2651 2.2168 1.3006
H -1.6434 2.5589 1.8525
H -1.8444 -0.7411 3.4306
H -2.5428 0.8744 3.4892
H 0.4345 0.0926 3.4541
H -0.5120 0.8345 4.7729
N -3.0383 -0.1326 -2.1819
C -1.9853 -0.1788 -1.7089